This record from the OMol25 dataset describes 11 unconnected molecules or ions with the total composition C17H56N10O11 at a distorted geometry. The level of theory is the ωB97M-V functional and the def2-TZVPD basis.

The geometry in XYZ format:
```
94
Properties=species:S:1:pos:R:3:lowdin_charge:R:1
C 25.19300 -7.64900 4.81100 -0.051
C 24.29500 -8.75000 4.39700 -0.338
O 23.31000 -9.21100 5.26700 -0.099
H 24.58200 -6.77700 5.01900 0.043
H 25.84200 -7.40500 3.94200 0.112
H 25.72600 -7.86400 5.65100 0.051
H 24.80300 -9.70200 4.38300 0.116
H 23.81400 -8.63800 3.43800 0.107
H 22.79300 -9.93500 4.89000 0.120
C 21.95300 -6.21400 3.48900 -0.080
C 20.86300 -7.13600 2.99600 -0.319
O 20.11000 -7.64200 4.04000 -0.123
H 21.56100 -5.22700 3.80000 0.079
H 22.56900 -6.00800 2.61400 0.085
H 22.66400 -6.64800 4.30500 0.078
H 21.31700 -7.86600 2.37900 0.093
H 20.02100 -6.72900 2.38000 0.135
H 19.40200 -8.24300 3.73700 0.107
C 23.76500 -3.84100 5.23600 -0.065
C 23.51600 -2.45500 4.56900 -0.214
O 23.08500 -1.51900 5.61100 -0.124
H 24.47500 -3.56900 6.00000 0.064
H 24.12600 -4.52200 4.45300 0.069
H 22.89900 -4.31500 5.71800 0.048
H 22.59700 -2.51500 3.93300 0.116
H 24.36900 -2.14300 4.06800 0.088
H 23.17000 -0.62000 5.27700 0.115
C 22.76600 -9.05100 10.38200 -0.073
C 21.89100 -7.91600 10.94700 -0.251
O 20.55500 -8.43500 10.73900 -0.132
H 22.48800 -9.96000 10.83400 0.070
H 23.76500 -8.88700 10.66300 0.056
H 22.80600 -9.18700 9.29800 0.058
H 22.07300 -7.08000 10.28000 0.077
H 22.08300 -7.56100 11.92200 0.101
H 20.56800 -8.63700 9.75900 -0.012
C 19.86700 -4.96200 10.81100 -0.040
C 18.94900 -5.55700 9.80400 -0.363
O 18.81900 -4.71300 8.78400 -0.082
H 20.85000 -4.75100 10.28100 0.083
H 20.05000 -5.61700 11.59300 0.053
H 19.47700 -4.03000 11.25900 0.099
H 17.96500 -5.71700 10.19600 0.126
H 19.34400 -6.47500 9.55000 0.066
H 18.49900 -3.93600 9.21800 0.125
C 23.34700 -3.38700 10.05800 -0.092
C 24.28700 -3.25700 8.84900 -0.339
O 24.25800 -1.95600 8.28800 -0.079
H 22.45800 -2.80000 9.86000 0.063
H 23.86900 -3.02500 10.97800 0.083
H 23.07800 -4.44400 10.20600 0.045
H 24.11100 -4.03000 8.11700 0.063
H 25.32900 -3.49200 9.18900 0.115
H 23.90900 -2.12100 7.38900 0.033
C 17.62800 -7.80400 6.50100 -0.652
O 17.96000 -8.75900 5.60100 -0.061
N 18.39700 -6.87700 7.00000 0.163
N 16.41000 -7.73900 6.97200 0.119
H 19.40000 -6.90000 6.65600 0.069
H 18.06500 -6.10400 7.61600 0.118
H 15.71900 -8.43400 6.72500 0.135
H 16.18000 -7.56400 7.95100 0.138
C 20.23200 -10.21000 8.33500 -0.649
O 21.06600 -11.19600 7.97400 -0.071
N 18.99100 -10.43700 8.71900 0.167
N 20.44100 -8.95800 8.22000 0.141
H 18.60200 -11.39400 8.92800 0.153
H 18.31500 -9.67300 8.83300 0.111
H 21.33400 -8.62000 7.89100 0.070
H 19.83500 -8.14700 8.38000 0.106
C 16.44100 -4.68200 4.77000 -0.610
O 15.93900 -3.63500 4.02000 -0.107
N 17.67000 -5.01500 4.64100 0.138
N 15.71600 -5.34200 5.64100 0.189
H 18.01500 -4.69100 3.69900 0.186
H 18.04500 -5.86800 4.95000 0.074
H 14.75000 -5.15600 5.50400 0.113
H 16.05400 -6.18900 6.08500 0.044
C 21.88400 -6.28100 7.22800 -0.575
O 22.14600 -5.24800 8.07900 -0.119
N 20.90300 -6.30300 6.37800 0.133
N 22.58600 -7.39000 7.35400 0.165
H 20.26600 -5.39000 6.37500 0.100
H 20.78400 -6.96500 5.55600 0.104
H 23.28700 -7.30200 8.05100 0.114
H 22.76800 -8.06000 6.58300 0.097
C 20.17100 -3.06400 6.01200 -0.623
O 20.00800 -2.34100 4.81900 -0.141
N 19.40100 -4.01700 6.30600 0.086
N 21.15700 -2.94300 6.87400 0.173
H 18.63100 -4.25000 5.58000 0.076
H 19.16200 -4.28900 7.30500 0.084
H 21.92400 -2.37900 6.47700 0.058
H 21.30000 -3.62500 7.70900 0.120
```

Summary:
- relative energy (zero: lowest compared OMol25 entry of this formula, charge and spin) (kcal per mole) = 208.49
- gap between HOMO and LUMO (eV) = 8.325

=====

This record from the OMol25 dataset describes 11 unconnected molecules or ions with the total composition C17H56N2O11 at a distorted geometry. The level of theory is the ωB97M-V functional and the def2-TZVPD basis.

The geometry in XYZ format:
```
86
Properties=species:S:1:pos:R:3:lowdin_charge:R:1
C 2.54072 -6.85444 3.18524 -0.211
O 2.32459 -7.05227 1.84760 -0.101
H 2.21238 -5.90369 3.60521 0.074
H 2.20665 -7.61837 3.88732 0.076
H 3.62226 -6.83751 3.31973 0.077
H 3.12284 -7.15359 1.32402 0.084
C 8.02651 2.09322 -2.48471 -0.177
O 7.08249 2.46865 -3.47533 -0.113
H 7.98339 1.08200 -2.08016 0.071
H 9.05939 2.36372 -2.70399 0.077
H 7.85405 2.75050 -1.63245 0.069
H 6.23149 2.12963 -3.18818 0.074
C 6.24051 -2.76971 -3.41248 -0.154
O 7.32145 -2.98040 -4.36479 -0.119
H 5.71522 -1.83900 -3.62684 0.069
H 5.45760 -3.51907 -3.52916 0.072
H 6.52956 -2.74044 -2.36191 0.071
H 7.85239 -2.20190 -4.18138 0.061
C -4.02766 4.89887 3.96074 -0.132
O -4.50405 5.13582 5.32423 -0.142
H -4.91369 4.87246 3.32644 0.073
H -3.52853 5.77256 3.54163 0.064
H -3.32109 4.06920 3.98339 0.077
H -5.37217 5.54049 5.25939 0.060
C 2.88824 5.79773 1.55452 -0.189
O 3.02887 6.01763 2.92107 -0.118
H 3.70989 6.03512 0.87877 0.081
H 2.85668 4.73106 1.33241 0.071
H 1.90785 6.23117 1.35685 0.078
H 2.52205 5.35748 3.39954 0.077
C -6.51873 -0.36260 -1.87195 -0.154
O -5.99268 -1.63581 -1.46598 -0.133
H -5.63968 0.22834 -2.12920 0.073
H -7.30842 -0.44280 -2.61898 0.079
H -7.02387 0.19719 -1.08482 0.067
H -5.49923 -1.57804 -0.64454 0.067
C -3.20999 -5.00783 1.93031 -0.190
O -3.47048 -3.67260 2.22780 -0.115
H -2.46646 -5.48120 2.57155 0.073
H -4.09060 -5.64858 1.97583 0.076
H -2.79377 -5.08696 0.92601 0.078
H -3.74569 -3.53748 3.13752 0.079
C 0.87564 -1.11189 -0.47283 -0.795
O 1.64057 -0.20390 -0.87705 -0.018
N 1.13254 -2.33491 -0.61609 0.172
N -0.18737 -0.88856 0.25118 0.164
H 2.02042 -2.57467 -1.03357 0.129
H 0.52244 -3.07119 -0.29090 0.120
H -0.60271 -1.61417 0.81781 0.109
H -0.50782 0.06823 0.29545 0.119
C -3.63601 5.33096 -2.20657 -0.047
C -2.24618 4.83162 -2.52668 -0.526
C -1.22956 5.99230 -2.72089 -0.055
O -1.77232 4.08744 -1.46265 -0.066
H -3.56441 5.90438 -1.28236 0.085
H -4.31655 4.47985 -2.18204 0.083
H -3.78016 6.07160 -2.99319 0.076
H -2.23251 4.09978 -3.33434 0.135
H -1.11332 6.72645 -1.92364 0.087
H -1.70960 6.52848 -3.53953 0.065
H -0.31722 5.71474 -3.24881 0.078
H -0.81641 4.16187 -1.41477 0.084
C -1.47780 -4.39339 -5.33081 -0.051
C -2.14423 -3.06703 -5.75354 -0.504
C -1.90342 -2.47303 -7.11800 -0.052
O -3.53705 -3.24999 -5.66934 -0.069
H -1.71142 -5.23351 -5.98481 0.078
H -1.78527 -4.61069 -4.30790 0.069
H -0.38793 -4.37624 -5.33232 0.069
H -1.99926 -2.30634 -4.98645 0.129
H -2.41344 -2.99395 -7.92832 0.082
H -0.86408 -2.31189 -7.40419 0.080
H -2.41148 -1.51193 -7.03897 0.078
H -3.86671 -3.36674 -4.77530 0.090
C 0.08092 -0.24800 5.94991 -0.050
C 0.96336 0.29835 7.04486 -0.572
C 1.84148 -0.61322 7.76090 -0.061
O 1.74134 1.34662 6.56684 -0.034
H -0.31945 0.51416 5.28139 0.076
H -0.87784 -0.56506 6.36022 0.075
H 0.53653 -1.03867 5.35379 0.079
H 0.25665 0.68071 7.78137 0.130
H 2.67718 -0.19082 8.31882 0.092
H 2.26501 -1.33535 7.06288 0.083
H 1.13840 -1.11836 8.42319 0.089
H 1.16862 2.11707 6.56737 0.092
```

Summary:
- relative energy (zero: lowest compared OMol25 entry of this formula, charge and spin) (kcal per mole) = 34.62
- gap between HOMO and LUMO (eV) = 9.502